{"formula": "C25H23N7O3SnTe", "method": "ωB97M-V/def2-TZVPD", "homo_lumo_gap_ev": 8.34, "relative_energy_kj_mol": 142.7, "total_energy_ev": -55990.648, "homo_ev": -8.437, "symbols": ["Te", "Sn", "O", "O", "O", "N", "N", "N", "N", "N", "N", "N", "C", "C", "C", "C", "C", "C", "C", "C", "C", "C", "C", "C", "C", "C", "C", "C", "C", "C", "C", "C", "C", "C", "C", "C", "C", "H", "H", "H", "H", "H", "H", "H", "H", "H", "H", "H", "H", "H", "H", "H", "H", "H", "H", "H", "H", "H", "H", "H"], "xyz": [[-1.0465, 1.0463, -1.7730], [-1.0485, 1.3452, 1.5450], [-2.2196, -0.5111, 1.9222], [-0.9833, 0.7167, 3.7230], [6.9286, 0.3287, 1.7974], [-3.7479, 5.0424, 1.7254], [1.8891, 1.3635, 1.0212], [-2.3115, -0.8644, 3.1868], [4.1705, 0.5712, 1.5872], [-2.4923, 2.9769, 1.6601], [-1.6917, -0.2687, 4.1145], [-5.8972, 6.0588, 1.0669], [4.8853, -0.3457, 0.6950], [-3.1458, -1.9969, 3.5141], [-4.1804, -3.4416, 5.1076], [-4.5028, -3.8110, 2.7574], [-2.8503, 1.5707, -5.7237], [1.4738, -0.5193, -2.5008], [0.2466, -2.9893, -2.8415], [6.2381, 1.2635, 2.6112], [0.1027, -0.6483, -2.2998], [-3.1543, 3.9540, 1.6705], [-3.6980, -2.7174, 2.4706], [-3.3758, -2.3493, 4.8377], [-1.4294, 1.6108, -3.7811], [-0.8370, 2.8857, -5.7336], [-4.7499, -4.1735, 4.0720], [-0.5601, 2.4768, -4.4351], [-2.5769, 1.1588, -4.4254], [-0.5098, -1.8864, -2.4644], [2.9504, 0.9923, 1.3035], [-4.9046, 5.5426, 1.3620], [4.8176, 0.8034, 2.8771], [1.6128, -2.8586, -3.0518], [6.3032, 0.1681, 0.5343], [2.2259, -1.6239, -2.8794], [-1.9819, 2.4351, -6.3773], [4.2634, 1.5528, 3.4373], [6.2835, 1.1251, -0.0014], [-2.2024, 2.7653, -7.3844], [4.3729, -0.3900, -0.2636], [-4.3640, -3.7262, 6.1356], [4.8994, -1.3447, 1.1399], [1.9490, 0.4456, -2.3707], [6.2171, 2.2453, 2.1229], [2.1988, -3.7172, -3.3542], [-5.3837, -5.0228, 4.2929], [6.7960, 1.3420, 3.5427], [0.3272, 2.8398, -3.9310], [3.2909, -1.5186, -3.0492], [-4.9341, -4.3835, 1.9465], [-0.1619, 3.5668, -6.2361], [-3.7488, 1.2235, -6.2181], [-3.4918, -2.4167, 1.4547], [4.8335, -0.1308, 3.4454], [-2.9294, -1.7742, 5.6353], [-0.2348, -3.9501, -2.9753], [6.9069, -0.5421, -0.0283], [-1.5754, -1.9896, -2.3029], [-3.2613, 0.4940, -3.9137]]}